Density functional theory data (ωB97M-V/def2-TZVPD) for 2 unconnected molecules or ions with the total composition H4N2S3.

Properties
SMILES: S=[NH+][S-].NS
Gap between HOMO and LUMO (alpha / beta): 6.9 / 6.9 eV
Max |F|: 2.08 eV/A
Electronic energy: -1306.3618 a.u.

Geometry (Å):
S1 -2.291 0.690 -0.530
N1 -2.054 -0.403 0.699
S2 -0.878 -1.497 1.054
H1 -2.770 -0.300 1.403
N2 1.529 0.712 -0.933
S3 1.680 -0.252 0.518
H2 2.415 0.742 -1.394
H3 1.109 1.645 -0.756
H4 1.260 -1.338 -0.061

***

Density functional theory data (ωB97M-V/def2-TZVPD) for a molecular structure, C29H23N3O3PRhS.

Properties
Net charge: +2
Gap between HOMO and LUMO: 6.9 eV
Max |F|: 0.76 eV/A
Electronic energy: -2358.4729 a.u.

Geometry (Å):
Rh1 1.000 1.272 -0.736
C1 -4.041 1.763 -3.297
C2 -3.299 2.502 -2.388
C3 -2.027 2.088 -2.031
C4 -1.504 0.936 -2.610
C5 -2.242 0.186 -3.529
C6 -3.513 0.603 -3.861
N1 -0.166 0.581 -2.299
N2 0.409 -0.133 -3.130
C7 1.721 -0.475 -2.820
C8 2.452 -1.223 -3.715
C9 3.767 -1.531 -3.389
C10 4.297 -1.081 -2.195
C11 3.501 -0.333 -1.342
N3 2.236 -0.042 -1.656
H1 -5.033 2.093 -3.576
H2 -3.703 3.411 -1.964
H3 -1.442 2.678 -1.349
H4 -1.822 -0.709 -3.964
H5 -4.097 0.028 -4.567
H6 1.992 -1.540 -4.640
H7 4.372 -2.113 -4.070
H8 5.319 -1.294 -1.918
H9 3.871 0.055 -0.404
O1 2.224 2.248 0.571
S1 1.131 3.188 1.038
O2 1.512 4.518 1.301
O3 0.094 2.968 -0.051
C12 0.449 2.414 2.458
C13 0.375 3.139 3.634
C14 -0.143 2.524 4.769
C15 -0.568 1.203 4.714
C16 -0.480 0.482 3.529
C17 0.019 1.088 2.380
P1 0.163 0.032 0.917
C18 -1.435 -0.620 0.497
C19 -2.596 0.015 0.942
C20 -3.833 -0.482 0.563
C21 -3.912 -1.605 -0.248
C22 -2.757 -2.234 -0.701
C23 -1.518 -1.738 -0.343
C24 1.312 -1.261 1.373
C25 2.605 -0.862 1.731
C26 3.516 -1.802 2.177
C27 3.140 -3.138 2.277
C28 1.852 -3.531 1.947
C29 0.931 -2.597 1.498
H10 0.719 4.164 3.658
H11 -0.205 3.080 5.694
H12 -0.966 0.723 5.598
H13 -0.801 -0.552 3.509
H14 -2.538 0.889 1.577
H15 -4.736 0.004 0.908
H16 -4.881 -1.995 -0.532
H17 -2.827 -3.106 -1.337
H18 -0.619 -2.219 -0.712
H19 2.885 0.183 1.691
H20 4.513 -1.496 2.465
H21 3.852 -3.871 2.634
H22 1.557 -4.566 2.051
H23 -0.079 -2.911 1.271

***

Density functional theory data (ωB97M-V/def2-TZVPD) for 2 unconnected molecules or ions with the total composition CH6NPS.

Properties
SMILES: C=P.NS
Gap between HOMO and LUMO: 8.9 eV
Max |F|: 3.59 eV/A
Electronic energy: -835.8921 a.u.

Geometry (Å):
C1 2.231 0.501 -0.905
P1 3.060 0.330 0.510
H1 1.838 1.452 -1.282
H2 1.672 -0.273 -1.289
H3 3.687 1.647 0.384
N1 -2.025 -0.005 -0.715
S1 -0.689 -0.656 0.082
H4 -2.661 -0.817 -1.002
H5 -1.843 0.394 -1.634
H6 -0.596 0.393 0.928

***

Density functional theory data (ωB97M-V/def2-TZVPD) for a molecular structure, CH3BBr2O2.

Properties
Gap between HOMO and LUMO: 9.7 eV
Max |F|: 5.85 eV/A
Electronic energy: -5363.3136 a.u.

Geometry (Å):
B1 -0.417 -0.063 0.212
C1 0.902 -0.161 -0.635
O1 -0.523 -0.829 1.296
O2 -1.342 0.929 -0.117
Br1 1.541 1.556 -1.344
Br2 2.358 -1.147 0.065
H1 0.730 -0.627 -1.956
H2 -1.162 -0.918 2.040
H3 -2.087 1.259 0.440